No. 1
105
Properties=species:S:1:pos:R:3 method="wB97M-V/def2-TZVPD" lumo_energy_ev="-4.637 / -4.893" total_charge=+2 gap_ev="7.07 / 6.85" homo_ev="-11.7 / -11.7" spin_multiplicity=2
Ti 0.792 -2.439 0.818
C 0.979 -5.659 3.559
C 2.255 -6.163 3.292
C 3.101 -5.421 2.487
C 2.668 -4.211 1.944
N 1.395 -3.768 2.148
C 0.592 -4.481 2.959
C 3.497 -3.278 1.187
C 4.895 -3.344 1.132
C 5.608 -2.325 0.533
C 4.946 -1.239 -0.020
C 3.562 -1.187 0.011
C 2.806 -2.194 0.604
H 0.303 -6.185 4.216
H 2.571 -7.100 3.722
H 4.100 -5.768 2.273
H -0.397 -4.061 3.147
H 5.431 -4.168 1.578
H 6.685 -2.355 0.524
H 5.510 -0.439 -0.473
H 3.071 -0.307 -0.396
C 1.418 -3.806 -4.645
N 1.560 -2.859 -3.554
C 2.503 -1.770 -3.733
C 0.923 -3.021 -2.372
N 1.042 -2.259 -1.339
N 0.036 -4.091 -2.320
C -0.449 -4.688 -1.184
N -1.303 -5.714 -1.422
N -0.123 -4.290 -0.004
H 2.217 -3.639 -5.361
H 0.464 -3.672 -5.165
H 1.512 -4.835 -4.300
H 2.734 -1.687 -4.791
H 3.433 -1.956 -3.189
H 2.078 -0.815 -3.413
H 1.682 -1.483 -1.490
H -0.192 -4.543 -3.193
H -1.456 -6.083 -2.345
H -1.679 -6.249 -0.658
H -0.555 -4.878 0.711
C -4.068 -1.251 -1.713
N -3.046 -1.606 -0.768
C -1.738 -1.328 -0.796
N -1.168 -1.768 0.316
C -2.200 -2.323 1.000
N -3.340 -2.231 0.367
C -4.119 0.236 -1.985
C -4.763 0.700 -3.128
C -4.808 2.056 -3.411
C -4.221 2.971 -2.557
C -3.612 2.512 -1.392
C -3.556 1.148 -1.111
C -3.050 3.436 -0.438
N -2.965 4.733 -0.508
N -2.399 5.158 0.626
C -2.152 4.107 1.352
O -2.540 2.973 0.726
C -1.494 4.023 2.634
C -1.144 5.173 3.342
C -0.498 5.043 4.556
C -0.204 3.787 5.068
C -0.556 2.637 4.368
C -0.267 1.271 4.954
N 0.322 0.374 3.992
C -0.233 -0.497 3.142
N 0.721 -1.093 2.428
C 1.867 -0.520 2.901
N 1.641 0.359 3.833
C -1.193 2.761 3.145
H -5.012 -1.593 -1.280
H -3.904 -1.787 -2.653
H -1.250 -0.808 -1.595
H -2.113 -2.779 1.972
H -5.237 -0.007 -3.792
H -5.305 2.394 -4.306
H -4.234 4.030 -2.760
H -3.069 0.829 -0.201
H -1.394 6.137 2.929
H -0.221 5.924 5.114
H 0.300 3.703 6.018
H -1.189 0.826 5.339
H 0.453 1.374 5.769
H -1.292 -0.676 3.074
H 2.858 -0.759 2.562
H -1.451 1.886 2.565
C 0.568 2.383 -3.051
N 0.454 3.207 -1.882
C 0.499 2.792 -0.601
Se 0.444 1.069 0.022
N 0.482 3.873 0.202
C 0.372 5.016 -0.562
C 0.235 6.349 -0.218
C 0.095 7.245 -1.260
C 0.107 6.830 -2.591
C 0.243 5.499 -2.939
C 0.362 4.590 -1.899
H 0.577 1.339 -2.740
H 1.496 2.613 -3.579
H -0.275 2.557 -3.720
H 0.526 3.835 1.210
H 0.222 6.660 0.813
H -0.032 8.291 -1.038
H 0.003 7.568 -3.370
H 0.247 5.187 -3.971



No. 2
72
Properties=species:S:1:pos:R:3 method="wB97M-V/def2-TZVPD" lumo_energy_ev="-4.342 / -4.343" total_charge=+1 gap_ev="6.08 / 6.08" homo_ev="-10.4 / -10.4"
V 0.026 0.864 0.471
O -3.676 -1.945 0.290
C -3.273 -2.099 -0.970
C -4.219 -2.428 -1.938
C -3.830 -2.728 -3.206
C -2.495 -2.592 -3.607
C -1.662 -2.011 -2.668
C -1.996 -1.789 -1.380
C -1.110 -1.225 -0.392
O -0.151 -0.449 -0.832
N -1.280 -1.376 0.927
N -0.221 -0.630 1.616
C 0.718 -1.467 2.312
C 1.521 -0.628 3.287
C 1.097 -0.114 4.476
C 2.090 0.497 5.252
C 3.323 0.734 4.715
C 3.748 0.235 3.484
C 2.774 -0.438 2.720
O 1.711 0.797 -0.268
H -2.946 -2.018 0.920
H -5.169 -2.701 -1.638
H -4.623 -3.145 -3.804
H -2.142 -2.951 -4.564
H -0.642 -1.847 -2.953
H 0.180 -2.238 2.840
H 0.145 -0.289 4.935
H 1.863 0.745 6.263
H 4.039 1.359 5.301
H 4.677 0.527 3.007
C 0.638 -4.077 0.606
C 1.700 -3.055 0.528
C 2.797 -3.184 -0.377
C 3.790 -2.225 -0.495
C 3.794 -1.140 0.405
C 4.748 -0.038 0.255
Br 6.428 -0.617 -0.429
C 4.669 1.275 0.461
C 3.453 1.956 0.947
Br 3.799 3.529 1.872
C 2.156 1.615 0.656
O 1.078 2.036 1.330
C 2.884 -1.138 1.409
N 1.788 -1.999 1.336
H -0.307 -3.604 0.835
H 0.907 -4.816 1.317
H 0.670 -4.590 -0.336
H 2.849 -4.048 -1.047
H 4.510 -2.402 -1.242
H 5.590 1.897 0.621
C -1.976 4.080 -3.378
N -0.873 3.412 -2.768
C -0.252 4.064 -1.651
C -1.065 1.982 -2.528
C -2.057 1.746 -1.435
C -3.459 1.683 -1.654
C -4.327 1.357 -0.612
C -3.781 1.100 0.653
C -2.452 1.358 0.918
C -1.599 1.724 -0.128
H -1.651 5.005 -3.761
H -2.808 4.308 -2.718
H -2.336 3.540 -4.277
H -0.222 5.154 -1.864
H 0.759 3.628 -1.409
H -0.958 3.885 -0.819
H -0.113 1.539 -2.201
H -1.352 1.475 -3.436
H -3.850 1.719 -2.678
H -5.435 1.284 -0.867
H -4.441 0.697 1.436
H -2.169 1.236 1.934



No. 3
24
Properties=species:S:1:pos:R:3 method="wB97M-V/def2-TZVPD" lumo_energy_ev="0.783 / -2.015" total_charge=0 gap_ev="4.24 / 7.42" homo_ev="-3.5 / -9.4" spin_multiplicity=3
C 1.953 0.098 0.999
C -1.115 1.510 1.977
C 0.888 -0.945 0.599
C -0.866 0.039 1.925
N -0.686 -0.749 -2.333
N -0.537 -0.652 0.647
Si 0.979 -0.745 -2.891
Si -1.283 0.286 -1.069
Cl -3.327 0.353 -0.978
H 2.866 -0.464 1.034
H 1.875 0.923 0.249
H 1.646 0.375 1.974
H -1.966 1.679 1.256
H -1.384 1.803 2.924
H -0.376 2.136 1.650
H 1.061 -1.088 -0.434
H 0.886 -2.046 1.027
H -0.264 -0.251 2.674
H -1.900 -0.296 2.133
H -1.421 -1.351 -2.749
H 1.789 -2.092 -2.381
H 0.651 -0.693 -4.397
H 1.544 0.557 -2.607
H -1.011 1.613 -1.230



No. 4
11
Properties=species:S:1:pos:R:3 method="wB97M-V/def2-TZVPD" lumo_energy_ev=0.455 total_charge=0 gap_ev=8.11 homo_ev=-7.7 relative_energy_kcal_mol=99.6
O -0.554 -0.970 1.233
C 0.719 -0.783 -0.100
C 0.439 0.385 -0.852
C -1.146 1.106 -0.060
O -1.528 2.091 -0.565
H -0.128 -0.698 2.058
H 0.483 -1.755 -0.522
H 1.577 -0.798 0.570
H 0.081 0.234 -1.869
H 1.128 1.221 -0.743
H -1.072 -0.033 0.849



Number 1: DFT total energy -159631.19682 eV. Number 2: DFT total energy -214588.90222 eV. Number 3: DFT total energy -35644.79764 eV. Number 4: DFT total energy -7299.35975 eV.